{"formula": "C3H5NO2", "method": "wB97M-V/def2-TZVPD", "symbols": ["C", "N", "C", "O", "C", "O", "H", "H", "H", "H", "H"], "positions_angstrom": [[-1.0023, 1.3752, -0.0404], [0.0564, 0.4090, 0.0643], [-0.0979, -0.8986, 0.2192], [-1.1244, -1.5140, 0.4902], [1.5369, -1.5707, -0.1015], [2.4076, -0.8913, -0.5677], [-1.9479, 0.8587, 0.1304], [-0.8759, 2.1655, 0.7028], [-1.0078, 1.8200, -1.0410], [1.0031, 0.6582, -0.1828], [1.0522, -2.4118, 0.3265]], "nbo_charge": [-0.4252, -0.6017, 0.5406, -0.6291, 0.3662, -0.4880, 0.2314, 0.2009, 0.1996, 0.4039, 0.2015], "multiplicity": 1, "e_homo_ev": -8.9550, "smiles": "CNC(=O)C=O", "homo_lumo_gap_ev": 8.977, "total_energy_ha": -322.4783}

=====

{"formula": "CH2N2O", "method": "wB97M-V/def2-TZVPD", "symbols": ["O", "C", "N", "N", "H", "H"], "positions_angstrom": [[-0.7008, 1.3789, -1.3601], [-0.2001, 0.6054, -0.3625], [0.8289, 0.1303, 0.3729], [-0.5475, -0.2017, 0.7009], [1.2627, -0.7160, 0.0394], [-0.6432, -1.1970, 0.6094]], "nbo_charge": [-0.5425, 0.7759, -0.4777, -0.4964, 0.3690, 0.3715], "multiplicity": 1, "e_homo_ev": -10.0747, "smiles": "O=C1NN1", "homo_lumo_gap_ev": 10.233, "total_energy_ha": -223.9222}

=====

{"formula": "C32H38As2N3O3Sn", "method": "wB97M-V/def2-TZVPD", "symbols": ["Sn", "C", "O", "C", "C", "C", "C", "C", "C", "N", "C", "N", "C", "C", "C", "C", "C", "C", "O", "C", "N", "C", "C", "C", "C", "C", "C", "O", "C", "H", "H", "H", "H", "H", "H", "H", "H", "H", "H", "H", "H", "H", "H", "H", "H", "H", "H", "H", "H", "H", "H", "C", "As", "C", "C", "C", "C", "C", "C", "C", "As", "C", "C", "H", "H", "H", "H", "H", "H", "H", "H", "H", "H", "H", "H", "H", "H", "H", "H"], "positions_angstrom": [[-13.1856, 3.5145, -16.2244], [-12.5841, 1.8799, -8.3836], [-12.4149, 2.5415, -9.6564], [-11.3543, 3.4096, -9.8588], [-10.7163, 4.1409, -8.8615], [-9.7247, 5.0705, -9.1462], [-9.1525, 5.1423, -10.3814], [-9.7313, 4.3569, -11.4067], [-10.8666, 3.5541, -11.2127], [-11.4100, 2.9157, -12.2988], [-12.1733, 3.5397, -13.2049], [-12.2236, 4.9139, -13.1857], [-13.0279, 5.7097, -14.0482], [-13.2874, 5.4839, -15.3831], [-13.9964, 6.4608, -16.1750], [-14.3623, 7.6750, -15.6736], [-13.9851, 7.9800, -14.3642], [-13.3862, 7.0185, -13.5256], [-12.8333, 7.3675, -12.3061], [-12.5295, 8.8043, -12.0723], [-12.7639, 2.8326, -14.1909], [-12.6361, 1.3893, -14.1647], [-13.2351, 0.5020, -13.2680], [-12.9537, -0.8473, -13.2213], [-12.0591, -1.4355, -14.1563], [-11.4762, -0.6116, -15.0839], [-11.7405, 0.7973, -15.1326], [-11.1360, 1.6590, -15.9963], [-9.9992, 1.1069, -16.6919], [-11.7915, 1.1274, -8.2292], [-13.5852, 1.3681, -8.3387], [-12.6071, 2.6817, -7.6114], [-11.0329, 4.1208, -7.8208], [-9.3498, 5.6798, -8.3048], [-8.3337, 5.8285, -10.5442], [-9.2524, 4.3863, -12.3763], [-11.3247, 1.8942, -12.4187], [-11.8347, 5.4126, -12.3840], [-14.1694, 6.2633, -17.2355], [-14.9371, 8.3771, -16.2940], [-14.1045, 8.9758, -13.9666], [-13.4438, 9.3995, -12.0949], [-11.8006, 9.1740, -12.8027], [-12.0621, 8.8559, -11.0545], [-13.9351, 0.9372, -12.5507], [-13.3490, -1.3775, -12.3380], [-11.8177, -2.5180, -14.0808], [-10.8444, -1.0188, -15.9207], [-9.3225, 0.6016, -15.9834], [-9.3994, 1.9283, -17.0518], [-10.2614, 0.4043, -17.4962], [-17.5227, 4.1946, -16.8722], [-16.0762, 3.0048, -16.0573], [-16.3528, 3.0057, -14.0559], [-16.6097, 1.0677, -16.4583], [-17.2905, 0.3855, -15.4684], [-17.3932, -0.9975, -15.4825], [-16.8335, -1.7032, -16.5191], [-16.1883, -1.0525, -17.5380], [-16.1074, 0.3587, -17.5729], [-15.9114, 1.3374, -19.2753], [-15.0515, -0.3411, -20.1792], [-17.7498, 0.8220, -20.0457], [-18.4873, 3.9008, -16.4725], [-17.4937, 4.0753, -17.9816], [-17.2666, 5.2862, -16.6719], [-17.3339, 3.4031, -13.7989], [-15.5988, 3.5807, -13.5561], [-16.2605, 1.9384, -13.6753], [-17.6914, 0.9432, -14.6636], [-17.8798, -1.5331, -14.6621], [-17.0341, -2.7847, -16.5878], [-15.7410, -1.6098, -18.3566], [-14.7409, -0.0385, -21.1461], [-15.8188, -1.1265, -20.2444], [-14.1786, -0.6745, -19.6023], [-17.9700, -0.2119, -19.8065], [-17.6426, 0.9206, -21.1211], [-18.4494, 1.5536, -19.6689]], "mulliken_charge": [0.3453, -0.7354, -0.2973, 0.7113, -0.6243, -0.7201, -0.8327, 0.4007, -0.4938, 0.4956, -0.0810, 0.1639, 0.3620, -0.0995, -0.4556, -1.0340, -0.4037, 0.3756, -0.4414, -0.8808, 0.2936, -1.1498, 0.1600, -0.8015, -0.7200, -0.4164, 0.9170, -0.0949, -1.1366, 0.3248, 0.2130, 0.2939, 0.1897, 0.3741, 0.4181, 0.4502, 0.2225, 0.3671, 0.4793, 0.4054, 0.2522, 0.3654, 0.4077, 0.2304, 0.5040, 0.4151, 0.4071, 0.3300, 0.4319, 0.2939, 0.3546, -0.9949, 0.6777, -1.0160, -0.3283, -0.3968, -0.8332, -0.7528, -0.2229, 0.5472, 0.2062, -1.2630, -1.1217, 0.3704, 0.3304, 0.3113, 0.4760, 0.2248, 0.2767, 0.7039, 0.3910, 0.3705, 0.3084, 0.4349, 0.3426, 0.3242, 0.3611, 0.4200, 0.3157], "multiplicity": 1, "e_homo_ev": -9.9928, "total_charge": 1, "homo_lumo_gap_ev": 7.983, "total_energy_ha": -6317.7009}

=====

{"formula": "C52H84N4O8", "method": "wB97M-V/def2-TZVPD", "symbols": ["C", "C", "C", "N", "C", "C", "H", "H", "H", "H", "H", "C", "C", "C", "N", "C", "C", "H", "H", "H", "H", "H", "C", "C", "C", "N", "C", "C", "H", "H", "H", "H", "H", "C", "C", "C", "N", "C", "C", "H", "H", "H", "H", "H", "C", "C", "C", "O", "C", "H", "H", "H", "H", "H", "H", "H", "H", "C", "C", "C", "O", "C", "H", "H", "H", "H", "H", "H", "H", "H", "C", "C", "C", "O", "C", "H", "H", "H", "H", "H", "H", "H", "H", "C", "C", "C", "O", "C", "H", "H", "H", "H", "H", "H", "H", "H", "C", "C", "C", "O", "C", "H", "H", "H", "H", "H", "H", "H", "H", "C", "C", "C", "O", "C", "H", "H", "H", "H", "H", "H", "H", "H", "C", "C", "C", "O", "C", "H", "H", "H", "H", "H", "H", "H", "H", "C", "C", "C", "O", "C", "H", "H", "H", "H", "H", "H", "H", "H"], "positions_angstrom": [[-2.4683, -3.9244, -8.7245], [-3.7275, -3.8972, -9.2794], [-3.8841, -4.1410, -10.6511], [-2.8223, -4.3788, -11.4497], [-1.5866, -4.4126, -10.8843], [-1.3534, -4.1815, -9.4941], [-2.3244, -3.7448, -7.6693], [-4.5532, -3.7867, -8.5922], [-4.9053, -4.1130, -11.0015], [-0.7565, -4.6383, -11.5373], [-0.3172, -4.2459, -9.1966], [3.3512, 2.6759, -6.0417], [4.2202, 3.2761, -5.1254], [5.2671, 2.5163, -4.5730], [5.2906, 1.1795, -4.7330], [4.4690, 0.5454, -5.5570], [3.5118, 1.2996, -6.2748], [2.5395, 3.2090, -6.5144], [4.1918, 4.3139, -4.8279], [5.8214, 2.9199, -3.7386], [4.5282, -0.5246, -5.6913], [2.8714, 0.6955, -6.9004], [0.2562, 6.9021, -2.3024], [0.9232, 8.1124, -2.2055], [0.9352, 8.9251, -3.3595], [0.1745, 8.6609, -4.4733], [-0.5116, 7.4919, -4.4734], [-0.4592, 6.5368, -3.4441], [0.2989, 6.2143, -1.4708], [1.4489, 8.3797, -1.3007], [1.5567, 9.8067, -3.4117], [-1.0573, 7.2051, -5.3602], [-0.9563, 5.5786, -3.4773], [-6.6160, 0.5681, 5.4114], [-5.6769, -0.3298, 5.8900], [-5.4928, -0.4101, 7.2622], [-6.1007, 0.3541, 8.1714], [-7.0922, 1.1992, 7.6888], [-7.3723, 1.3343, 6.2974], [-6.7539, 0.5653, 4.3402], [-5.1614, -0.9887, 5.2071], [-4.7990, -1.1202, 7.6874], [-7.6402, 1.7752, 8.4198], [-8.1360, 1.9796, 5.8892], [2.2234, -7.5243, -2.9466], [3.1720, -8.3613, -3.8247], [3.7602, -7.3122, -4.7637], [2.7044, -6.3490, -4.9478], [1.6382, -6.5737, -4.0279], [2.7010, -6.8864, -2.2029], [1.4769, -8.1387, -2.4433], [2.5153, -9.0746, -4.3226], [3.9426, -8.9164, -3.2898], [4.0116, -7.7441, -5.7324], [4.5830, -6.8125, -4.2524], [0.7947, -7.0337, -4.5427], [1.2425, -5.6255, -3.6638], [-4.8724, -5.2616, 0.4443], [-4.8344, -5.3259, -1.0447], [-6.1712, -4.7502, -1.4627], [-6.8406, -4.3714, -0.2616], [-6.3781, -5.2271, 0.7682], [-4.4827, -4.2901, 0.7482], [-4.2790, -5.9940, 0.9915], [-4.6958, -6.3528, -1.3828], [-3.9724, -4.7668, -1.4089], [-6.7612, -5.4621, -2.0399], [-6.0157, -3.9552, -2.1921], [-6.9700, -6.1401, 0.7031], [-6.7089, -4.7225, 1.6760], [-6.8605, 3.3173, -0.9395], [-6.8839, 2.0569, -1.8024], [-7.1669, 2.7254, -3.1668], [-6.4861, 3.9636, -3.1385], [-6.6015, 4.4939, -1.8197], [-6.1030, 3.2725, -0.1570], [-7.7570, 3.4701, -0.3387], [-7.6530, 1.3472, -1.4979], [-5.9211, 1.5463, -1.8221], [-8.2135, 2.9372, -3.3856], [-6.9166, 2.0510, -3.9857], [-7.4880, 5.1280, -1.8298], [-5.7683, 5.1399, -1.5430], [-0.2973, 0.0248, -1.2559], [1.0807, -0.4077, -0.7288], [1.5148, 0.8225, 0.0671], [0.3074, 1.3384, 0.6190], [-0.8183, 0.8362, -0.0860], [-0.9452, -0.7974, -1.5601], [-0.1329, 0.6881, -2.1051], [1.8132, -0.7552, -1.4573], [0.8801, -1.2617, -0.0818], [1.9454, 1.4567, -0.7079], [2.2356, 0.6510, 0.8666], [-1.4612, 1.6522, -0.4160], [-1.4768, 0.2666, 0.5697], [5.5994, 5.5523, 2.7914], [6.7907, 5.0451, 2.0255], [7.8289, 4.9324, 3.1304], [7.1046, 4.5897, 4.3295], [5.8975, 5.3249, 4.2792], [4.6509, 5.0401, 2.6301], [5.3608, 6.6010, 2.6142], [7.0470, 5.6205, 1.1359], [6.6506, 3.9957, 1.7664], [8.3081, 5.9036, 3.2537], [8.6485, 4.2358, 2.9542], [6.0078, 6.2744, 4.8031], [5.1612, 4.7933, 4.8820], [-2.7054, 5.2305, 5.5745], [-1.7106, 6.3373, 5.3869], [-0.8301, 6.1993, 6.6387], [-1.7705, 5.9584, 7.6514], [-2.7329, 5.0723, 7.1193], [-2.4240, 4.2906, 5.0995], [-3.6633, 5.4935, 5.1257], [-2.3061, 7.2502, 5.4029], [-1.1042, 6.2682, 4.4838], [-0.3926, 7.1498, 6.9441], [0.0154, 5.5116, 6.6561], [-3.7310, 5.2451, 7.5218], [-2.4232, 4.0876, 7.4695], [7.0178, -3.3317, 1.0749], [7.6192, -2.0142, 1.5876], [8.8963, -2.5261, 2.1967], [8.4297, -3.7324, 2.8348], [7.3892, -4.3489, 2.1015], [7.5588, -3.6979, 0.2024], [5.9371, -3.3972, 0.9488], [7.0722, -1.5488, 2.4075], [7.7180, -1.2649, 0.8022], [9.3350, -1.8183, 2.9001], [9.6911, -2.7490, 1.4849], [6.5852, -4.5466, 2.8104], [7.6350, -5.3131, 1.6565], [1.4408, -4.7155, 6.2138], [1.8521, -3.2654, 6.1024], [0.6009, -2.6024, 5.5474], [-0.2725, -3.6663, 5.1763], [0.4502, -4.8429, 5.0174], [1.0070, -4.9758, 7.1793], [2.3036, -5.3795, 6.1598], [2.7251, -3.2003, 5.4530], [2.2430, -2.9118, 7.0565], [0.8499, -2.0800, 4.6237], [0.1721, -1.9003, 6.2625], [0.8969, -4.8142, 4.0235], [-0.1723, -5.7335, 5.1032]], "mulliken_charge": [-0.2452, -0.2920, -0.1524, -0.5565, -0.1186, -0.3623, 0.3521, 0.3289, 0.3328, 0.3486, 0.3648, -0.3626, -0.2637, -0.2770, -0.5501, -0.1238, -0.2878, 0.4042, 0.3844, 0.3481, 0.3944, 0.3353, -0.1389, -0.3977, -0.1786, -0.5438, -0.1719, -0.4240, 0.3891, 0.3627, 0.3683, 0.3501, 0.3858, -0.1618, -0.3415, -0.1814, -0.5498, -0.2714, -0.3917, 0.3829, 0.3844, 0.3879, 0.3808, 0.3637, -0.5489, -0.5522, -0.3757, -0.3893, -0.3950, 0.2654, 0.3276, 0.2675, 0.3396, 0.2642, 0.2755, 0.2530, 0.2682, -0.4523, -0.4402, -0.4027, -0.4106, -0.4434, 0.1932, 0.3599, 0.2768, 0.2402, 0.2580, 0.2932, 0.2589, 0.2691, -0.4802, -0.3951, -0.5073, -0.4198, -0.4244, 0.2605, 0.2920, 0.2784, 0.2245, 0.2810, 0.3508, 0.2363, 0.3032, -0.5313, -0.6092, -0.3708, -0.3911, -0.3395, 0.3308, 0.2481, 0.3898, 0.2394, 0.2500, 0.2898, 0.2325, 0.2584, -0.4212, -0.4227, -0.4976, -0.4032, -0.4177, 0.2175, 0.2876, 0.3313, 0.1943, 0.2560, 0.3523, 0.2366, 0.2868, -0.4880, -0.4048, -0.4428, -0.4103, -0.4043, 0.2388, 0.2908, 0.2314, 0.2984, 0.2740, 0.2809, 0.2573, 0.2767, -0.4957, -0.4636, -0.4411, -0.3955, -0.3811, 0.2608, 0.2840, 0.2441, 0.3338, 0.2920, 0.2657, 0.2547, 0.2419, -0.5622, -0.4810, -0.3752, -0.3867, -0.3955, 0.2719, 0.3224, 0.2167, 0.3143, 0.2349, 0.2916, 0.2648, 0.2842], "multiplicity": 1, "e_homo_ev": -9.5620, "smiles": "c1ccncc1.c1ccncc1.c1ccncc1.c1ccncc1.C1CCOC1.C1CCOC1.C1CCOC1.C1CCOC1.C1CCOC1.C1CCOC1.C1CCOC1.C1CCOC1", "homo_lumo_gap_ev": 9.457, "total_energy_ha": -2852.4386}